[1]
{"formula": "C16H22ClN3O", "method": "the ωB97M-V functional and the def2-TZVPD basis", "gap_ev": 8.4, "de_lowest_ev": 0.629, "smiles": "O=C(CN1CCN(c2cccc(Cl)c2)CC1)N1CCCC1", "max_force_ha_per_bohr": 0.012, "elements": ["O", "C", "C", "N", "C", "C", "N", "C", "C", "C", "C", "C", "Cl", "C", "C", "C", "N", "C", "C", "C", "C", "H", "H", "H", "H", "H", "H", "H", "H", "H", "H", "H", "H", "H", "H", "H", "H", "H", "H", "H", "H", "H", "H"], "xyz": [[3.3369, 2.0904, -0.1285], [2.9830, 1.0111, 0.3155], [1.8278, 0.8861, 1.3045], [0.7413, 0.1163, 0.7251], [0.1701, 0.7251, -0.4711], [-1.1502, 1.4513, -0.2052], [-2.1231, 0.5084, 0.3032], [-3.4479, 0.5764, -0.0303], [-4.0220, 1.7727, -0.4865], [-5.3605, 1.8370, -0.8110], [-6.1856, 0.7311, -0.6870], [-5.6220, -0.4466, -0.2297], [-6.6162, -1.8567, -0.0649], [-4.2829, -0.5432, 0.0916], [-1.5776, -0.6159, 1.0299], [-0.2807, -0.1979, 1.7118], [3.5746, -0.1375, -0.0424], [3.2182, -1.4761, 0.3883], [4.2267, -2.3810, -0.3221], [4.5805, -1.5875, -1.5785], [4.6171, -0.1574, -1.0549], [1.5223, 1.9066, 1.5881], [2.1722, 0.3677, 2.2038], [-0.0103, -0.0690, -1.2058], [0.8892, 1.4237, -0.9004], [-0.9853, 2.2734, 0.5063], [-1.5085, 1.8785, -1.1443], [-3.4213, 2.6642, -0.5676], [-5.7763, 2.7710, -1.1587], [-7.2327, 0.7815, -0.9353], [-3.8941, -1.4931, 0.4175], [-2.2929, -0.9251, 1.7970], [-1.3809, -1.4740, 0.3702], [0.0884, -1.0189, 2.3353], [-0.4914, 0.6600, 2.3719], [2.1908, -1.7009, 0.0879], [3.2831, -1.5657, 1.4761], [5.1164, -2.5109, 0.2951], [3.8116, -3.3619, -0.5433], [3.7923, -1.6940, -2.3244], [5.5262, -1.8936, -2.0195], [5.5859, 0.0734, -0.5968], [4.4080, 0.6014, -1.8106]]}

---

[2]
{"formula": "C2H35O16", "method": "the ωB97M-V functional and the def2-TZVPD basis", "total_charge": -1, "gap_ev": 7.5, "de_lowest_ev": 1.893, "max_force_ha_per_bohr": 0.038, "elements": ["C", "C", "O", "H", "H", "H", "H", "H", "O", "H", "H", "O", "H", "H", "O", "H", "H", "O", "H", "H", "O", "H", "H", "O", "H", "H", "O", "H", "H", "O", "H", "H", "O", "H", "H", "O", "H", "H", "O", "H", "H", "O", "H", "H", "O", "H", "H", "O", "H", "H", "O", "H", "H"], "xyz": [[-14.8923, -6.3434, -16.1137], [-14.3801, -4.9854, -15.6865], [-12.9899, -4.9526, -15.6851], [-14.7280, -6.6313, -17.1521], [-15.9777, -6.4438, -16.1138], [-14.5183, -7.2144, -15.5756], [-14.7900, -4.8503, -14.6856], [-14.8536, -4.2630, -16.3513], [-15.5246, -7.1983, -20.7772], [-15.8650, -6.3193, -20.6107], [-15.4046, -7.5781, -19.9068], [-14.9593, -9.2197, -18.5868], [-15.7526, -8.8972, -18.1592], [-15.1086, -10.1593, -18.6925], [-13.9639, -3.5446, -12.3189], [-13.3052, -3.5172, -11.6249], [-13.5741, -4.0951, -12.9981], [-18.0135, -3.9694, -14.7297], [-18.4876, -4.0795, -13.9055], [-17.8873, -4.8608, -15.0549], [-11.8128, -2.2893, -15.4527], [-11.0514, -2.4572, -14.8975], [-12.2418, -3.1410, -15.5357], [-16.9953, -3.0788, -17.3992], [-17.1053, -3.3785, -16.4968], [-16.2881, -2.4353, -17.3538], [-12.0280, -7.8946, -16.1436], [-11.9663, -8.0037, -17.0925], [-12.4773, -7.0575, -16.0269], [-12.5475, -5.3901, -18.4931], [-12.7023, -5.1043, -17.5928], [-13.3010, -5.0603, -18.9826], [-16.0350, -5.3289, -11.3386], [-16.2519, -4.5536, -10.8209], [-15.4751, -4.9992, -12.0415], [-14.1892, -9.6826, -15.0804], [-15.1264, -9.7056, -14.8872], [-14.0417, -8.8122, -15.4505], [-17.1453, -5.4483, -19.0261], [-16.2522, -5.2443, -19.3039], [-17.2990, -4.8771, -18.2736], [-9.6374, -4.4669, -16.0784], [-9.4639, -5.3432, -15.7348], [-10.5917, -4.4154, -16.1339], [-12.8145, -6.7572, -12.9723], [-12.6593, -7.6836, -13.1566], [-12.8361, -6.3415, -13.8342], [-18.5028, -6.5463, -14.9206], [-19.2650, -7.0391, -15.2246], [-17.9710, -7.1908, -14.4536], [-14.4621, -2.0745, -17.5712], [-13.9664, -2.8621, -17.3472], [-14.7248, -2.2073, -18.4820]]}

---

[3]
{"formula": "C12H22NP", "method": "the ωB97M-V functional and the def2-TZVPD basis", "gap_ev": [6.9, 7.1], "de_lowest_ev": 2.889, "max_force_ha_per_bohr": 0.095, "elements": ["C", "C", "C", "C", "C", "C", "C", "C", "C", "C", "C", "C", "N", "P", "H", "H", "H", "H", "H", "H", "H", "H", "H", "H", "H", "H", "H", "H", "H", "H", "H", "H", "H", "H", "H", "H"], "xyz": [[1.8935, 1.0155, -0.4115], [2.1838, 2.0591, 0.3252], [-3.2812, 0.8033, -0.2512], [-2.5406, -0.2975, -0.0780], [2.3790, -0.2434, -0.1864], [1.6414, 3.3699, 0.0168], [-2.6322, 2.1769, -0.0706], [-3.0319, -1.7339, -0.2088], [-0.0461, -1.6569, -1.9686], [3.8353, -2.1735, 0.4407], [-0.5552, -0.3354, 2.0861], [0.2167, -1.5827, -0.4627], [3.4528, -0.7702, 0.0411], [-0.6359, -0.1285, 0.2423], [1.2366, 1.0980, -1.2155], [2.7890, 1.9361, 1.2214], [-4.3608, 0.7736, -0.5141], [1.9380, 4.0522, 0.8794], [2.1178, 3.7093, -0.9590], [0.5295, 3.2004, 0.0090], [-1.8922, 2.0240, 0.5968], [-3.3145, 2.8385, 0.2766], [-2.2641, 2.4344, -1.0957], [-2.2733, -2.3654, -0.4508], [-3.4266, -1.9092, 0.7418], [-3.9144, -1.9002, -0.8987], [-0.6136, -0.7102, -2.2564], [0.8824, -1.8077, -2.5247], [-0.7439, -2.5218, -2.1293], [2.9454, -2.7911, 0.4405], [4.2669, -2.2095, 1.4021], [4.5325, -2.4736, -0.3108], [0.1528, -1.1212, 2.3442], [-1.4678, -0.7162, 2.4227], [-0.3687, 0.5940, 2.5587], [0.3694, -2.6373, -0.0527]]}

---

Copy entry 3 word for word.
{"formula": "C12H22NP", "method": "the ωB97M-V functional and the def2-TZVPD basis", "gap_ev": [6.9, 7.1], "de_lowest_ev": 2.889, "max_force_ha_per_bohr": 0.095, "elements": ["C", "C", "C", "C", "C", "C", "C", "C", "C", "C", "C", "C", "N", "P", "H", "H", "H", "H", "H", "H", "H", "H", "H", "H", "H", "H", "H", "H", "H", "H", "H", "H", "H", "H", "H", "H"], "xyz": [[1.8935, 1.0155, -0.4115], [2.1838, 2.0591, 0.3252], [-3.2812, 0.8033, -0.2512], [-2.5406, -0.2975, -0.0780], [2.3790, -0.2434, -0.1864], [1.6414, 3.3699, 0.0168], [-2.6322, 2.1769, -0.0706], [-3.0319, -1.7339, -0.2088], [-0.0461, -1.6569, -1.9686], [3.8353, -2.1735, 0.4407], [-0.5552, -0.3354, 2.0861], [0.2167, -1.5827, -0.4627], [3.4528, -0.7702, 0.0411], [-0.6359, -0.1285, 0.2423], [1.2366, 1.0980, -1.2155], [2.7890, 1.9361, 1.2214], [-4.3608, 0.7736, -0.5141], [1.9380, 4.0522, 0.8794], [2.1178, 3.7093, -0.9590], [0.5295, 3.2004, 0.0090], [-1.8922, 2.0240, 0.5968], [-3.3145, 2.8385, 0.2766], [-2.2641, 2.4344, -1.0957], [-2.2733, -2.3654, -0.4508], [-3.4266, -1.9092, 0.7418], [-3.9144, -1.9002, -0.8987], [-0.6136, -0.7102, -2.2564], [0.8824, -1.8077, -2.5247], [-0.7439, -2.5218, -2.1293], [2.9454, -2.7911, 0.4405], [4.2669, -2.2095, 1.4021], [4.5325, -2.4736, -0.3108], [0.1528, -1.1212, 2.3442], [-1.4678, -0.7162, 2.4227], [-0.3687, 0.5940, 2.5587], [0.3694, -2.6373, -0.0527]]}

---

Please write out number 2 again, unchanged.
{"formula": "C2H35O16", "method": "the ωB97M-V functional and the def2-TZVPD basis", "total_charge": -1, "gap_ev": 7.5, "de_lowest_ev": 1.893, "max_force_ha_per_bohr": 0.038, "elements": ["C", "C", "O", "H", "H", "H", "H", "H", "O", "H", "H", "O", "H", "H", "O", "H", "H", "O", "H", "H", "O", "H", "H", "O", "H", "H", "O", "H", "H", "O", "H", "H", "O", "H", "H", "O", "H", "H", "O", "H", "H", "O", "H", "H", "O", "H", "H", "O", "H", "H", "O", "H", "H"], "xyz": [[-14.8923, -6.3434, -16.1137], [-14.3801, -4.9854, -15.6865], [-12.9899, -4.9526, -15.6851], [-14.7280, -6.6313, -17.1521], [-15.9777, -6.4438, -16.1138], [-14.5183, -7.2144, -15.5756], [-14.7900, -4.8503, -14.6856], [-14.8536, -4.2630, -16.3513], [-15.5246, -7.1983, -20.7772], [-15.8650, -6.3193, -20.6107], [-15.4046, -7.5781, -19.9068], [-14.9593, -9.2197, -18.5868], [-15.7526, -8.8972, -18.1592], [-15.1086, -10.1593, -18.6925], [-13.9639, -3.5446, -12.3189], [-13.3052, -3.5172, -11.6249], [-13.5741, -4.0951, -12.9981], [-18.0135, -3.9694, -14.7297], [-18.4876, -4.0795, -13.9055], [-17.8873, -4.8608, -15.0549], [-11.8128, -2.2893, -15.4527], [-11.0514, -2.4572, -14.8975], [-12.2418, -3.1410, -15.5357], [-16.9953, -3.0788, -17.3992], [-17.1053, -3.3785, -16.4968], [-16.2881, -2.4353, -17.3538], [-12.0280, -7.8946, -16.1436], [-11.9663, -8.0037, -17.0925], [-12.4773, -7.0575, -16.0269], [-12.5475, -5.3901, -18.4931], [-12.7023, -5.1043, -17.5928], [-13.3010, -5.0603, -18.9826], [-16.0350, -5.3289, -11.3386], [-16.2519, -4.5536, -10.8209], [-15.4751, -4.9992, -12.0415], [-14.1892, -9.6826, -15.0804], [-15.1264, -9.7056, -14.8872], [-14.0417, -8.8122, -15.4505], [-17.1453, -5.4483, -19.0261], [-16.2522, -5.2443, -19.3039], [-17.2990, -4.8771, -18.2736], [-9.6374, -4.4669, -16.0784], [-9.4639, -5.3432, -15.7348], [-10.5917, -4.4154, -16.1339], [-12.8145, -6.7572, -12.9723], [-12.6593, -7.6836, -13.1566], [-12.8361, -6.3415, -13.8342], [-18.5028, -6.5463, -14.9206], [-19.2650, -7.0391, -15.2246], [-17.9710, -7.1908, -14.4536], [-14.4621, -2.0745, -17.5712], [-13.9664, -2.8621, -17.3472], [-14.7248, -2.2073, -18.4820]]}